{"formula": "C48H62INO5Ti", "method": "ωB97M-V/def2-TZVPD", "total_charge": 2, "de_lowest_kj_mol": 0.0, "elements": ["Ti", "C", "O", "C", "C", "C", "C", "C", "C", "C", "C", "C", "C", "C", "C", "C", "C", "C", "C", "C", "C", "C", "C", "C", "C", "C", "C", "C", "C", "C", "C", "C", "C", "O", "C", "C", "C", "C", "C", "O", "C", "C", "C", "C", "C", "C", "O", "C", "C", "C", "C", "H", "H", "H", "H", "H", "H", "H", "H", "H", "H", "H", "H", "H", "H", "H", "H", "H", "H", "H", "H", "H", "H", "H", "H", "H", "H", "H", "H", "H", "H", "H", "H", "H", "H", "H", "H", "H", "H", "H", "H", "H", "H", "H", "H", "H", "H", "H", "H", "H", "H", "H", "H", "H", "H", "H", "H", "H", "H", "N", "C", "O", "C", "I", "H", "H", "H", "H"], "positions_angstrom": [[0.1709, 0.1236, 0.1923], [3.1069, 0.0805, -1.0495], [2.2017, 0.0685, 0.0957], [2.7482, 0.5231, 1.3460], [2.9318, 1.8798, 1.5721], [2.5958, 2.9870, 0.5913], [1.2834, 3.6599, 0.9171], [1.2139, 4.8780, 1.5890], [-0.0023, 5.4853, 1.8886], [-1.1762, 4.8456, 1.4794], [-1.1587, 3.6302, 0.8150], [-2.4184, 2.8999, 0.4118], [-2.7624, 1.8065, 1.4024], [-3.3124, 2.1733, 2.6280], [-3.5619, 1.2680, 3.6512], [-3.2658, -0.0733, 3.4121], [-2.7333, -0.5035, 2.2049], [-2.4624, -1.9674, 1.9700], [-1.0945, -2.5480, 2.2979], [-1.0433, -3.8885, 2.6667], [0.1514, -4.5729, 2.8893], [1.3336, -3.8671, 2.7037], [1.3598, -2.5237, 2.3268], [2.7196, -1.9178, 2.0162], [2.9571, -0.4564, 2.3032], [3.3984, -0.0445, 3.5531], [3.6212, 1.2996, 3.8477], [3.3905, 2.2285, 2.8389], [4.0814, 1.7773, 5.2230], [5.4125, 2.5266, 5.0748], [4.2758, 0.6190, 6.1988], [3.0176, 2.7273, 5.7933], [0.1313, -1.8910, 2.1621], [0.1284, -0.5364, 1.8001], [0.1199, -6.0395, 3.3139], [-0.5540, -6.8629, 2.2082], [1.5212, -6.5955, 3.5569], [-0.6887, -6.1671, 4.6126], [-2.5011, 0.4560, 1.2303], [-1.8648, -0.0202, 0.0322], [-2.6828, -0.0819, -1.1754], [-4.1256, 1.7638, 4.9810], [-3.1307, 2.7635, 5.5889], [-5.4687, 2.4627, 4.7322], [-4.3433, 0.6248, 5.9743], [0.0850, 3.0739, 0.5656], [0.1220, 1.8428, -0.0878], [-0.0973, 6.8105, 2.6422], [-0.9144, 6.5913, 3.9234], [1.2775, 7.3503, 3.0313], [-0.7992, 7.8482, 1.7567], [3.8343, 0.8718, -0.8998], [2.5075, 0.2693, -1.9381], [3.5907, -0.8923, -1.1010], [2.5661, 2.6189, -0.4343], [3.3898, 3.7327, 0.6326], [2.1405, 5.3600, 1.8694], [-2.1355, 5.3073, 1.6788], [-2.3135, 2.5089, -0.5992], [-3.2436, 3.6118, 0.3869], [-3.5261, 3.2242, 2.7817], [-3.4561, -0.8138, 4.1771], [-2.6900, -2.2125, 0.9269], [-3.1866, -2.5329, 2.5570], [-1.9846, -4.4110, 2.7877], [2.2847, -4.3616, 2.8475], [2.9430, -2.1298, 0.9650], [3.4550, -2.4888, 2.5836], [3.5674, -0.7988, 4.3094], [3.5460, 3.2818, 3.0396], [6.1809, 1.8861, 4.6394], [5.7627, 2.8568, 6.0531], [5.3114, 3.4113, 4.4453], [5.0412, -0.0810, 5.8589], [3.3505, 0.0651, 6.3699], [4.6014, 1.0128, 7.1613], [2.8748, 3.6022, 5.1578], [3.3247, 3.0813, 6.7779], [2.0555, 2.2228, 5.8992], [0.0108, -6.8048, 1.2742], [-1.5747, -6.5294, 2.0161], [-0.6021, -7.9128, 2.4980], [2.1370, -6.5777, 2.6554], [1.4459, -7.6349, 3.8751], [2.0442, -6.0521, 4.3457], [-1.7227, -5.8452, 4.4857], [-0.2440, -5.5758, 5.4142], [-0.7066, -7.2091, 4.9327], [-3.7173, 0.0610, -0.8760], [-2.5356, -1.0663, -1.6127], [-2.3647, 0.7025, -1.8591], [-2.9781, 3.6283, 4.9412], [-2.1595, 2.2968, 5.7641], [-3.5072, 3.1292, 6.5449], [-5.3628, 3.3260, 4.0748], [-5.8815, 2.8178, 5.6767], [-6.1921, 1.7801, 4.2838], [-3.4117, 0.1130, 6.2240], [-5.0568, -0.1135, 5.6035], [-4.7484, 1.0297, 6.9015], [-0.4509, 5.8369, 4.5624], [-1.9341, 6.2717, 3.7031], [-0.9782, 7.5214, 4.4893], [1.8156, 6.6651, 3.6897], [1.1563, 8.2893, 3.5711], [1.9007, 7.5562, 2.1593], [-1.8133, 7.5428, 1.4968], [-0.2466, 8.0147, 0.8310], [-0.8687, 8.8003, 2.2840], [0.1756, -3.4558, -0.7336], [0.4361, -2.4781, -1.5700], [0.2079, -1.2636, -1.2682], [0.9745, -2.7857, -2.9292], [2.9313, -3.6004, -2.7917], [-0.1309, -3.2781, 0.2201], [0.4178, -4.4046, -0.9819], [1.0174, -1.8738, -3.5129], [0.3585, -3.5286, -3.4314]], "forces_ev_per_angstrom": [[-0.103, -0.350, -0.461], [-0.174, -0.063, 0.210], [0.328, 0.139, -0.003], [-0.063, -0.086, -0.196], [-0.048, -0.015, 0.166], [0.076, -0.059, -0.063], [-0.057, 0.191, 0.122], [-0.010, -0.026, -0.032], [-0.018, 0.002, 0.000], [0.019, -0.031, -0.024], [0.028, 0.148, 0.101], [-0.058, -0.003, -0.052], [0.047, -0.015, 0.172], [0.049, 0.044, -0.051], [-0.028, -0.053, 0.041], [0.020, -0.017, -0.038], [-0.025, 0.116, 0.124], [-0.039, -0.054, -0.046], [0.080, -0.160, 0.019], [-0.031, 0.027, -0.006], [0.022, -0.015, -0.014], [0.014, 0.055, -0.014], [-0.039, -0.216, 0.070], [0.045, -0.021, -0.037], [0.019, 0.082, 0.142], [-0.039, -0.010, -0.036], [0.006, -0.027, 0.012], [-0.036, 0.048, -0.034], [-0.022, -0.004, -0.055], [0.019, 0.019, -0.005], [0.018, -0.035, 0.049], [0.002, 0.016, 0.014], [0.022, 0.576, -0.146], [-0.006, -0.268, 0.244], [-0.005, 0.052, -0.008], [-0.021, -0.034, -0.024], [0.043, -0.040, 0.021], [-0.012, -0.024, 0.017], [0.100, -0.094, -0.160], [-0.362, 0.037, -0.031], [0.135, -0.002, 0.232], [0.038, 0.004, -0.050], [0.009, 0.033, 0.020], [-0.023, 0.010, 0.003], [-0.007, -0.040, 0.051], [-0.018, -0.508, -0.192], [0.033, 0.287, -0.024], [0.017, -0.039, -0.008], [-0.021, 0.009, 0.026], [0.042, 0.037, 0.025], [-0.015, 0.034, -0.006], [0.040, -0.019, -0.058], [0.052, -0.009, 0.004], [0.058, 0.029, -0.053], [-0.021, 0.003, -0.001], [0.000, -0.003, 0.002], [0.013, 0.004, 0.002], [-0.007, 0.022, 0.011], [0.024, 0.001, -0.004], [0.003, -0.003, -0.001], [-0.006, 0.012, 0.012], [-0.001, -0.010, 0.000], [0.027, 0.017, 0.008], [0.001, 0.017, 0.000], [-0.004, -0.014, 0.002], [-0.005, -0.025, 0.013], [-0.011, 0.026, 0.007], [-0.010, 0.004, 0.003], [0.002, -0.019, -0.003], [0.003, 0.006, 0.008], [-0.003, -0.017, 0.002], [-0.004, 0.005, 0.012], [0.005, 0.005, -0.008], [0.017, 0.012, -0.018], [-0.020, 0.015, -0.007], [0.000, 0.002, 0.006], [-0.010, 0.011, -0.006], [0.015, -0.006, 0.007], [-0.007, -0.016, -0.006], [0.012, 0.013, -0.001], [-0.007, 0.006, -0.003], [0.008, -0.003, 0.017], [-0.011, 0.008, -0.021], [-0.009, -0.009, -0.003], [-0.008, 0.011, 0.011], [-0.008, 0.007, -0.007], [0.015, 0.011, -0.004], [-0.002, -0.009, 0.002], [-0.008, -0.013, -0.074], [-0.047, 0.031, -0.043], [-0.040, -0.035, -0.041], [0.003, 0.005, -0.008], [0.002, -0.021, -0.005], [-0.016, -0.005, 0.005], [-0.001, 0.009, -0.013], [0.004, 0.003, 0.014], [0.003, -0.014, -0.007], [0.021, 0.008, -0.009], [-0.015, 0.012, -0.018], [-0.003, 0.008, 0.003], [0.012, -0.006, -0.005], [-0.007, -0.007, 0.001], [0.004, 0.013, -0.005], [-0.011, -0.023, 0.008], [-0.009, 0.006, 0.000], [-0.012, 0.000, -0.022], [-0.006, -0.012, -0.010], [0.011, -0.009, -0.007], [0.003, 0.004, 0.012], [0.086, 0.021, -0.077], [-0.137, 0.192, 0.138], [0.143, 0.137, 0.174], [-0.175, -0.002, -0.016], [0.149, -0.041, 0.018], [-0.031, 0.013, 0.012], [-0.014, -0.007, 0.012], [0.000, -0.019, -0.025], [0.003, 0.016, -0.004]]}

***

{"formula": "C48H63BN3", "method": "ωB97M-V/def2-TZVPD", "total_charge": 1, "elements": ["C", "C", "C", "C", "C", "C", "C", "C", "C", "C", "C", "C", "C", "C", "N", "C", "B", "H", "N", "C", "C", "C", "C", "C", "C", "C", "C", "C", "C", "C", "C", "C", "C", "C", "C", "H", "H", "H", "H", "H", "H", "H", "H", "H", "H", "H", "H", "H", "H", "H", "H", "H", "H", "H", "H", "H", "H", "H", "H", "H", "H", "H", "H", "H", "H", "H", "H", "H", "H", "H", "H", "H", "H", "H", "H", "H", "H", "H", "H", "H", "H", "C", "N", "C", "C", "C", "C", "C", "C", "C", "C", "C", "C", "C", "C", "C", "C", "C", "C", "H", "H", "H", "H", "H", "H", "H", "H", "H", "H", "H", "H", "H", "H", "H", "H"], "positions_angstrom": [[-3.4725, 2.8430, 2.9486], [-2.6652, 3.6056, 3.9947], [-3.4084, 4.9273, 4.2095], [-2.6838, 2.8821, 5.3384], [-1.1862, 3.8365, 3.5593], [-0.7536, 5.1542, 3.3484], [0.6024, 5.4536, 3.2338], [1.5334, 4.4347, 3.1920], [1.1545, 3.0341, 3.1710], [2.2958, 2.1905, 3.8263], [1.9069, 0.7616, 4.1759], [2.8209, 2.7591, 5.1635], [3.4861, 2.2432, 2.8492], [-0.2749, 2.7837, 3.3485], [-0.7375, 1.5205, 2.8478], [-0.3739, 1.1422, 1.5591], [0.9962, 1.8713, 1.4772], [0.3786, -1.2557, -2.3826], [-0.9801, -0.0863, 1.2982], [-1.0907, -0.9852, 0.1221], [-0.5513, -2.3020, 0.2177], [0.4383, -2.8539, 1.2837], [1.3698, -3.9172, 0.6767], [-0.3561, -3.5342, 2.3987], [1.3567, -1.7875, 1.8425], [-1.0126, -3.2936, -0.6549], [-1.8008, -2.9964, -1.7470], [-2.3456, -1.7316, -1.8377], [-2.0322, -0.7206, -0.9239], [-2.7818, 0.6159, -1.0874], [-1.7477, 1.6975, -1.4099], [-3.5556, 1.0042, 0.1601], [-3.8380, 0.5489, -2.1901], [-1.6293, -0.4661, 2.4908], [-1.3996, 0.4569, 3.4406], [-3.2509, 1.7779, 2.9944], [-4.5513, 2.9526, 3.1355], [-3.2682, 3.2253, 1.9413], [-2.8910, 5.5609, 4.9406], [-3.5176, 5.4602, 3.2571], [-4.4172, 4.7161, 4.5961], [-2.0943, 3.4460, 6.0731], [-3.7183, 2.8057, 5.6971], [-2.2627, 1.8808, 5.2576], [-1.4612, 5.9845, 3.3302], [0.8953, 6.5066, 3.1873], [2.5821, 4.7112, 3.3173], [2.7934, 0.2674, 4.6032], [1.6286, 0.1715, 3.3068], [1.0895, 0.6887, 4.9108], [3.2450, 3.7680, 5.0843], [2.0344, 2.7678, 5.9312], [3.6362, 2.1090, 5.5294], [3.9231, 3.2475, 2.8485], [4.2523, 1.4990, 3.0998], [3.1677, 2.0588, 1.8184], [1.0158, 2.8379, 0.7572], [1.8295, 0.9625, 1.3848], [1.8461, -3.5427, -0.2373], [2.1767, -4.1554, 1.3832], [0.8495, -4.8567, 0.4508], [-0.9791, -2.8247, 2.9444], [-1.0117, -4.3129, 1.9939], [0.3352, -3.9995, 3.1084], [0.7719, -1.0780, 2.4143], [2.0827, -2.2441, 2.5289], [1.9093, -1.2569, 1.0586], [-0.7460, -4.3348, -0.4891], [-2.0561, -3.7727, -2.4670], [-3.0649, -1.5733, -2.6356], [-1.0500, 1.3615, -2.1929], [-2.2234, 2.6256, -1.7710], [-1.1674, 1.9073, -0.5010], [-4.2266, 0.2013, 0.4774], [-2.8625, 1.2252, 0.9628], [-4.1574, 1.8993, -0.0475], [-4.5723, -0.2358, -1.9650], [-4.3865, 1.4991, -2.2322], [-3.3953, 0.3738, -3.1791], [-2.2077, -1.3700, 2.5568], [-1.5971, 0.3827, 4.4977], [-2.7488, -0.4936, -6.0257], [-1.4356, -0.7652, -5.4618], [-0.8373, -0.0183, -4.4867], [0.4603, -0.5344, -4.2470], [1.0546, -0.6348, -2.9097], [2.3697, -1.3812, -2.7660], [2.2232, -2.7418, -2.4579], [3.3177, -3.5907, -2.5810], [4.5421, -3.0789, -3.0307], [5.6166, -4.0300, -3.4459], [4.7307, -1.6872, -3.0825], [3.6425, -0.8191, -2.9180], [0.6853, -1.5743, -5.2376], [1.7612, -2.3908, -5.5955], [1.5415, -3.4809, -6.4416], [0.2758, -3.7225, -6.9872], [-0.7834, -2.8422, -6.7446], [-0.5503, -1.7562, -5.9064], [-3.2043, -1.4372, -6.3601], [-3.3702, -0.0171, -5.2529], [-2.6312, 0.1967, -6.8765], [-1.3238, 0.8801, -4.0990], [1.0566, 0.3749, -2.4473], [1.2260, -3.1440, -2.2308], [3.2066, -4.6630, -2.4013], [6.4748, -3.4744, -3.8238], [5.9461, -4.7124, -2.6513], [5.2299, -4.6688, -4.2491], [5.7284, -1.2755, -3.2675], [3.7490, 0.2721, -2.9854], [2.7583, -2.2098, -5.1784], [2.3467, -4.1796, -6.6444], [0.1200, -4.5823, -7.6255], [-1.7685, -2.9781, -7.1832]], "forces_ev_per_angstrom": [[-0.196, -0.261, -0.142], [-0.090, 0.319, -0.293], [0.107, 0.255, 0.013], [0.164, 0.007, 0.238], [-1.126, 0.133, -0.202], [0.321, -0.463, 0.540], [0.207, -0.133, -0.584], [-0.510, -0.349, 0.055], [-0.853, 0.958, 1.523], [0.938, -0.634, -0.106], [0.061, -0.644, -0.175], [-0.194, 0.404, 0.365], [0.227, -0.056, -0.385], [1.409, 1.044, -0.634], [-0.416, -2.342, -0.496], [-1.277, -1.181, 2.150], [0.798, 0.405, -3.278], [-0.917, -0.313, 0.979], [0.445, 1.438, 1.067], [-0.429, -0.938, -0.568], [0.029, -0.138, 0.706], [0.024, -0.064, -0.311], [0.187, -0.225, -0.320], [-0.091, -0.052, 0.211], [0.052, 0.150, 0.351], [0.205, 0.162, -0.448], [-0.262, -0.233, 0.466], [0.326, 0.139, -0.214], [-0.273, 0.281, 0.485], [0.034, -0.002, -0.286], [0.247, 0.236, -0.218], [0.034, 0.065, 0.322], [-0.085, 0.030, -0.374], [0.285, 0.232, -0.631], [-0.305, 0.004, 0.261], [-0.185, 0.134, -0.243], [0.320, 0.010, 0.012], [-0.060, -0.117, 0.185], [-0.182, 0.008, -0.164], [-0.055, 0.068, 0.247], [0.377, 0.045, -0.144], [-0.176, -0.163, -0.044], [0.264, -0.062, -0.036], [-0.139, 0.204, 0.241], [0.171, -0.443, 0.173], [0.080, -0.453, 0.031], [-0.358, -0.270, -0.376], [-0.354, 0.132, -0.043], [0.067, 0.152, 0.179], [0.274, 0.203, -0.125], [-0.193, -0.207, -0.034], [0.152, 0.043, -0.149], [-0.396, 0.218, -0.236], [0.185, -0.281, 0.152], [-0.108, 0.282, 0.100], [0.476, 0.045, 0.439], [0.432, -0.302, 0.116], [-0.646, 1.074, 0.204], [-0.122, -0.161, 0.292], [-0.283, 0.067, -0.056], [0.222, 0.208, 0.056], [0.138, -0.180, 0.088], [0.122, 0.081, 0.055], [-0.104, 0.023, -0.033], [0.193, 0.005, 0.055], [-0.148, 0.110, -0.165], [-0.105, -0.111, 0.050], [0.212, 0.389, -0.109], [-0.054, 0.193, 0.183], [0.316, 0.204, 0.213], [-0.232, 0.141, 0.409], [0.109, -0.276, 0.293], [-0.045, 0.224, -0.433], [-0.007, 0.053, 0.006], [-0.308, 0.122, 0.111], [0.156, -0.181, 0.143], [0.125, 0.153, -0.190], [0.218, -0.159, 0.019], [-0.204, 0.006, 0.253], [0.033, 0.054, -0.148], [-0.215, 0.152, -0.262], [0.456, 0.173, -0.133], [-0.075, -0.593, -0.521], [1.990, -0.609, -0.021], [-1.533, -0.075, -1.634], [1.497, 1.703, 1.033], [-0.485, 0.284, 0.442], [0.515, 0.003, -0.525], [-0.118, 0.318, -0.220], [-0.140, 0.223, 0.583], [0.279, -0.272, -0.100], [-0.284, 0.023, 0.094], [-0.275, -0.467, -0.312], [-1.117, 0.365, -0.015], [0.411, -0.756, 0.090], [0.086, 0.548, 0.439], [-0.642, 0.559, 0.087], [0.215, -0.199, -0.345], [-0.148, 0.502, 0.411], [0.058, 0.432, 0.143], [0.100, -0.240, -0.380], [-0.340, -0.264, 0.158], [0.106, -0.662, 0.009], [0.213, -0.487, 0.146], [0.502, 0.226, -0.191], [0.058, 0.266, -0.138], [0.081, -0.187, 0.004], [-0.070, 0.275, -0.039], [0.177, 0.127, 0.032], [-0.356, -0.227, -0.053], [0.033, -0.539, -0.112], [-0.433, -0.178, -0.150], [-0.004, 0.196, -0.081], [-0.023, 0.008, 0.015], [0.223, -0.152, -0.089]]}

***

Kohn-Sham gap / Eh: 0.2476; 0.1851
Largest force on an atom / Eh/bohr: 0.0116; 0.0661